Molecular formula: C22H32N4O2
Method: DFT, ωB97M-V/def2-TZVPD

Summary:
lowest unoccupied orbital energy	0.7	eV
charge	0
SMILES string	O=C(CN1CCN(C/C=C/c2ccccc2)CC1)NC(=O)NC1CCCCC1
HOMO-LUMO gap	9.2132	eV

Atoms and positions in Å:
O  -3.165  -2.499  -0.739
C  -2.012  -2.120  -0.809
C  -0.851  -3.074  -1.067
N  0.394  -2.535  -0.560
C  1.574  -3.120  -1.172
C  2.816  -2.384  -0.676
N  2.896  -2.505  0.766
C  4.164  -2.046  1.315
C  4.484  -0.604  1.048
C  5.501  -0.203  0.291
C  5.869  1.172  -0.021
C  5.026  2.257  0.222
C  5.423  3.544  -0.087
C  6.670  3.777  -0.646
C  7.515  2.710  -0.899
C  7.117  1.423  -0.594
C  1.724  -1.907  1.372
C  0.488  -2.656  0.886
N  -1.610  -0.831  -0.701
C  -2.367  0.336  -0.427
O  -1.787  1.390  -0.291
N  -3.686  0.134  -0.350
C  -4.631  1.191  -0.058
C  -5.323  0.934  1.282
C  -6.325  2.044  1.584
C  -7.359  2.150  0.468
C  -6.671  2.404  -0.870
C  -5.669  1.295  -1.177
H  -1.110  -4.059  -0.647
H  -0.776  -3.188  -2.154
H  1.668  -4.190  -0.924
H  1.497  -3.015  -2.257
H  2.762  -1.330  -0.999
H  3.707  -2.835  -1.116
H  4.947  -2.684  0.894
H  4.125  -2.220  2.396
H  3.816  0.112  1.505
H  6.162  -0.955  -0.127
H  4.046  2.095  0.645
H  4.756  4.371  0.105
H  6.978  4.784  -0.885
H  8.488  2.882  -1.338
H  7.782  0.594  -0.794
H  1.803  -1.995  2.458
H  1.611  -0.841  1.109
H  -0.409  -2.227  1.339
H  0.563  -3.714  1.190
H  -0.604  -0.689  -0.755
H  -4.029  -0.814  -0.461
H  -4.051  2.118  -0.002
H  -4.573  0.878  2.073
H  -5.840  -0.027  1.237
H  -6.822  1.843  2.536
H  -5.794  2.994  1.677
H  -7.929  1.219  0.411
H  -8.059  2.958  0.685
H  -7.414  2.460  -1.668
H  -6.148  3.362  -0.831
H  -5.165  1.494  -2.124
H  -6.193  0.340  -1.265

Atomic partial charges in e from the Löwdin method, atoms 1 to 6:
1. O 0.0624
2. C -0.4432
3. C -0.1002
4. N -0.1985
5. C -0.1697
6. C -0.1774

Molecular formula: C2H7S
Method: DFT, ωB97M-V/def2-TZVPD

Summary:
lowest unoccupied orbital energy (alpha / beta)	1.0 / -2.5	eV
multiplicity	2
charge	0
HOMO-LUMO gap (alpha / beta)	11.1560 / 7.1976	eV
expectation value of S²	0.7526

Atoms and positions in Å:
S  1.299  -4.790  -0.948
H  0.135  -4.709  -1.615
C  -0.395  0.669  -0.217
C  -0.039  1.731  0.879
H  -1.460  0.401  -0.280
H  0.206  -0.237  -0.050
H  -0.068  0.987  -1.193
H  -0.306  2.841  0.636
H  -0.476  1.504  1.884
H  1.105  1.603  0.904

Atomic partial charges in e from the Löwdin method, atoms 1 to 6:
1. S 0.3087
2. H -0.3094
3. C -0.1884
4. C -0.1826
5. H 0.0572
6. H 0.0574

Molecular formula: H12O14S2Zn
Method: DFT, ωB97M-V/def2-TZVPD

Summary:
lowest unoccupied orbital energy	3.1	eV
charge	-2
HOMO-LUMO gap	3.3792	eV

Atoms and positions in Å:
Zn  10.869  -18.920  12.796
S  8.522  -19.899  14.598
O  7.080  -19.887  14.433
O  9.301  -19.003  13.724
O  8.879  -19.540  16.006
O  8.917  -21.262  14.323
S  11.744  -22.097  12.218
O  12.995  -22.359  12.906
O  11.879  -22.493  10.842
O  10.691  -22.836  12.921
O  11.453  -20.644  12.404
O  9.335  -17.047  15.507
H  9.562  -17.831  16.007
H  9.201  -17.363  14.613
O  10.839  -16.621  13.065
H  10.187  -16.106  12.591
H  11.369  -15.972  13.527
O  8.536  -21.520  11.111
H  9.127  -20.903  11.542
H  8.880  -21.601  10.221
O  11.879  -18.925  14.582
H  11.873  -19.601  15.260
H  12.233  -18.150  15.019
O  9.995  -18.792  10.843
H  10.579  -18.584  10.113
H  9.115  -18.725  10.472
O  12.862  -18.327  11.710
H  13.267  -17.480  11.526
H  12.931  -18.811  10.887

Atomic partial charges in e from the Löwdin method, atoms 1 to 6:
1. Zn 0.6152
2. S 0.2255
3. O -0.3865
4. O -0.4461
5. O -0.4235
6. O -0.3452

Molecular formula: C6H11NO2
Method: DFT, ωB97M-V/def2-TZVPD

Summary:
lowest unoccupied orbital energy	0.8	eV
charge	0
SMILES string	C[C@]1([C@@]2(CO)CN2)CO1
HOMO-LUMO gap	10.6530	eV

Atoms and positions in Å:
C  1.013  0.628  1.651
C  0.486  -0.365  0.589
C  -0.565  0.134  -0.438
C  0.171  1.245  -1.305
O  -0.467  2.291  -1.977
C  -1.542  -0.615  -1.015
N  -1.909  0.309  0.034
C  0.816  -1.833  0.832
O  1.561  -1.131  0.007
H  1.740  0.148  2.320
H  0.367  0.560  2.451
H  1.320  1.580  1.175
H  1.105  1.730  -0.853
H  0.460  0.234  -1.996
H  -1.210  2.270  -1.473
H  -1.461  -1.838  -0.852
H  -1.574  -0.164  -2.038
H  -2.075  -0.025  0.966
H  0.442  -2.812  0.201
H  1.322  -2.347  1.721

Atomic partial charges in e from the Löwdin method, atoms 1 to 6:
1. C 0.0102
2. C -0.3203
3. C -0.5013
4. C -0.1790
5. O 0.0020
6. C -0.1423

Molecular formula: C3H4IrMgO4
Method: DFT, ωB97M-V/def2-TZVPD

Summary:
lowest unoccupied orbital energy (alpha / beta)	-8.9 / -11.1	eV
multiplicity	6
charge	+2
HOMO-LUMO gap (alpha / beta)	6.8797 / 5.8561	eV
expectation value of S²	8.7727

Atoms and positions in Å:
O  -0.817  1.710  0.480
C  -0.556  0.481  -0.027
O  -1.096  -0.601  0.697
C  -2.503  -0.476  1.045
Mg  -2.466  1.602  1.443
H  0.829  0.196  -0.339
H  -2.667  -1.189  1.867
H  -3.106  -0.836  0.188
H  -0.806  0.364  -1.104
O  2.832  -1.333  -0.992
C  2.478  -0.143  -0.822
O  3.262  0.813  -1.025
Ir  4.616  -0.587  -1.409

Atomic partial charges in e from the Löwdin method, atoms 1 to 6:
1. O -0.2165
2. C -0.3593
3. O -0.0463
4. C -0.0254
5. Mg 1.3204
6. H 0.1797

Energy above the lowest of the compared OMol25 structures with the same formula, charge and spin (computed, kJ/mol): 14.2; 44.2; 202.6; 693.0; 84.0